# C5H8O4

A 2-piece molecular cluster, C5H8O4 overall in a non-equilibrium geometry (ωB97M-V/def2-TZVPD, the Open Molecules 2025 dataset).

Element x y z (Å)
C  -2.9095  1.1585  -0.0334
C  -2.3680  0.5097  -1.3614
O  -1.3416  -0.0331  -1.0500
O  -2.7694  1.0073  -2.4408
H  -2.2752  1.9679  0.1853
H  -2.8165  0.4594  0.7811
H  -3.9387  1.5887  -0.1128
C  1.6779  -1.1811  0.7445
C  1.6495  -0.9750  -0.7745
C  2.2670  0.1997  1.5246
O  3.2143  -0.0027  2.2852
O  1.6091  1.2131  1.3065
H  0.7159  -1.1938  1.1398
H  2.2198  -1.9649  1.1586
H  2.6157  -0.7542  -1.2053
H  1.1128  -0.0485  -1.0012
H  1.3369  -1.9512  -1.1464

Electronic energy (eV): -13504.037
Net charge: -2
HOMO (eV): -0.63
ΔE to the lowest compared entry with this formula, charge and spin (eV): 1.6770